Entry 1:
The following is a quantum chemistry calculation of a molecular structure, C9H14As2F21NO9S3Zr at a distorted geometry, from OMol25.

Output
Total charge: -2
Gap between HOMO and LUMO, eV: 8.86
Maximum force, eV Å⁻¹: 5.3

Last column: Löwdin charge in e.
Element x y z (Å)
F 0.40 1.79 1.03  -0.369
F 0.65 4.30 0.92  -0.250
C 2.38 -2.87 2.72  -0.065
H -3.30 0.85 -2.30  0.070
O 3.05 -0.17 -3.45  -0.273
S 3.28 0.65 -0.64  0.680
O -3.10 -1.38 2.30  -0.298
S -2.74 0.02 2.16  0.542
H -0.01 -1.80 3.94  0.090
F -3.09 -2.08 -0.74  -0.217
C -0.82 3.23 -2.40  -0.067
C 3.07 2.40 -1.37  -0.654
O 0.91 -1.49 1.43  -0.373
F 3.86 -2.25 -0.73  0.154
F 4.04 -2.93 -2.79  0.155
H 2.51 -3.94 2.94  0.071
H -1.43 4.14 -2.50  0.082
As 0.56 3.14 2.24  0.801
C -0.03 -2.68 3.30  -0.061
H -3.71 2.54 -2.24  0.071
As -1.93 -2.97 -1.63  0.817
F -3.17 -3.96 -2.35  -0.258
S 2.27 -0.96 -2.52  0.612
H -0.35 2.90 -3.33  0.083
C -2.91 1.85 -2.51  -0.055
H -2.68 1.80 -3.58  0.073
F 2.33 -3.42 -1.65  0.154
C 0.98 -2.66 2.19  -0.545
Zr 0.19 -0.09 0.01  1.950
N 1.87 -0.17 -1.19  -0.456
H -0.06 3.68 -1.76  0.052
O -1.60 0.21 1.23  -0.460
H 0.78 -3.46 1.46  0.132
F 0.65 4.34 3.52  -0.264
F 1.96 2.90 -0.85  0.121
O -2.62 0.78 3.38  -0.294
C -1.67 2.21 -1.70  -0.550
C -4.22 0.84 1.30  -0.662
F -1.71 -4.09 -0.32  -0.237
H -1.06 -2.78 2.94  0.065
F -1.90 -1.82 -2.91  -0.226
O 3.05 0.83 0.77  -0.279
H 0.03 -3.50 4.03  0.074
H 2.52 -2.33 3.66  0.078
O 1.06 -1.53 -3.02  -0.271
F -0.66 -3.84 -2.46  -0.247
F -5.17 1.15 2.16  0.140
F -4.73 0.02 0.37  0.123
O 4.58 0.26 -1.09  -0.252
F -1.15 3.31 2.15  -0.220
H 3.17 -2.73 1.99  0.063
F -0.69 -1.88 -0.70  -0.382
C 3.24 -2.48 -1.85  -0.685
F 2.29 3.04 2.19  -0.236
H -2.02 2.63 -0.75  0.117
F 2.89 2.37 -2.70  0.125
F -3.79 1.94 0.69  0.128
F 0.53 1.92 3.47  -0.229
F 4.13 3.14 -1.10  0.175
O -0.93 1.06 -1.39  -0.366



Entry 2:
The following is a quantum chemistry calculation of a gas-phase ion, C9H14BrN4O (charge +1) at a distorted geometry, from OMol25.

Output
Total charge: +1
Gap between HOMO and LUMO, eV: 7.87
Maximum force, eV Å⁻¹: 4.4
Relative energy (zero: lowest compared OMol25 entry of this formula, charge and spin), kcal per mole: 13.4

Last column: Löwdin charge in e.
Element x y z (Å)
C -3.19 2.02 0.00  -0.097
H 1.48 1.48 0.61  0.079
O -0.73 -0.28 0.79  0.044
C 2.91 -0.02 0.18  -0.585
H 5.40 -1.26 0.31  0.057
C 2.19 -2.32 0.04  -0.026
N -2.19 0.61 -1.82  0.000
C 0.93 -1.90 0.35  -0.013
H -0.59 1.53 -0.26  0.154
C -1.23 0.92 0.39  -0.012
H 0.08 -2.72 0.27  0.165
Br 4.11 1.45 -0.16  0.774
C 1.66 0.44 0.50  -0.091
H 2.42 -3.37 -0.12  0.123
H -3.08 0.66 2.78  0.152
H -2.55 2.80 -0.34  0.131
N -3.37 1.15 -1.33  -0.083
H -3.17 -0.52 1.43  0.161
N -3.29 0.54 1.73  0.087
H -3.95 1.83 -1.87  0.191
C 0.60 -0.53 0.60  -0.233
H 4.80 -2.86 -0.26  0.077
H -4.26 2.23 0.27  0.164
C 4.71 -1.80 -0.27  -0.049
H -1.60 1.26 -2.27  0.030
C 3.28 -1.37 -0.09  -0.235
H -3.88 0.34 -1.08  0.136
N -2.46 1.29 0.90  -0.181
H 4.97 -1.58 -1.28  0.083